{"formula": "C7H8", "method": "ωB97M-V with the def2-TZVPD basis set", "spin_multiplicity": 1, "smiles": "CC1=C[C@@H]2[C@@H]3[C@H]1[C@H]23", "gap_ev": 9.0, "largest_force_ev_per_a": 2.93, "total_energy_ev": -7384.5120, "total_charge": 0, "elements": ["C", "C", "C", "C", "C", "C", "C", "H", "H", "H", "H", "H", "H", "H", "H"], "coordinates": [[-2.07, -0.09, -0.76], [-0.64, -0.07, -0.38], [0.47, -0.15, -1.12], [1.63, -0.23, -0.16], [1.05, -0.73, 1.13], [-0.09, 0.21, 1.01], [1.24, 0.86, 0.75], [-2.65, -0.83, -0.19], [-2.52, 0.89, -0.59], [-2.16, -0.35, -1.82], [0.64, -0.02, -2.17], [2.66, -0.43, -0.45], [1.39, -1.39, 1.93], [-0.68, 0.50, 1.88], [1.72, 1.83, 0.95]], "nbo_charge": [-0.64, 0.01, -0.22, -0.28, -0.18, -0.28, -0.21, 0.22, 0.21, 0.22, 0.21, 0.23, 0.24, 0.23, 0.24]}

=====

{"formula": "C2HO3S", "method": "ωB97M-V with the def2-TZVPD basis set", "spin_multiplicity": 1, "smiles": "C#CS(=O)(=O)[O-]", "gap_ev": 8.4, "largest_force_ev_per_a": 7.25, "total_energy_ev": -19064.2200, "total_charge": -1, "elements": ["C", "C", "S", "O", "O", "O", "H"], "coordinates": [[0.59, -1.00, -1.43], [0.19, -0.38, -0.53], [-0.27, 0.51, 0.96], [-1.87, 1.39, 0.10], [0.77, 1.43, 1.18], [-0.48, -0.50, 1.97], [1.07, -1.44, -2.25]], "nbo_charge": [-0.29, -0.26, 2.18, -0.94, -0.95, -0.95, 0.21]}

=====

{"formula": "C4H14N2", "method": "ωB97M-V with the def2-TZVPD basis set", "spin_multiplicity": 1, "smiles": "CNC.CNC", "gap_ev": 10.0, "largest_force_ev_per_a": 2.75, "total_energy_ev": -7353.2661, "total_charge": 0, "elements": ["C", "N", "C", "H", "H", "H", "H", "H", "H", "H", "C", "N", "C", "H", "H", "H", "H", "H", "H", "H"], "coordinates": [[1.07, -0.40, -2.13], [-0.16, 0.55, -1.98], [-1.37, -0.30, -1.97], [1.23, -0.86, -1.14], [0.86, -1.30, -2.81], [1.96, 0.18, -2.42], [-0.13, 1.12, -2.82], [-1.55, -0.93, -3.01], [-2.31, 0.28, -1.98], [-1.36, -0.98, -1.09], [-0.10, 1.14, 2.99], [0.91, 0.41, 2.09], [0.33, -0.76, 1.42], [-1.07, 1.34, 2.60], [-0.34, 0.56, 3.92], [0.32, 2.15, 3.14], [1.20, 1.13, 1.41], [-0.80, -0.76, 1.11], [0.45, -1.66, 2.13], [0.88, -0.92, 0.52]], "nbo_charge": [-0.43, -0.62, -0.42, 0.19, 0.18, 0.21, 0.35, 0.15, 0.20, 0.20, -0.43, -0.62, -0.41, 0.17, 0.19, 0.20, 0.35, 0.16, 0.19, 0.19]}

=====

{"formula": "C12H18AlO3", "method": "ωB97M-V with the def2-TZVPD basis set", "spin_multiplicity": 1, "gap_ev": 7.0, "largest_force_ev_per_a": 5.37, "total_energy_ev": -25466.8831, "total_charge": -1, "elements": ["C", "C", "C", "C", "C", "O", "Al", "O", "O", "C", "C", "C", "C", "C", "C", "C", "H", "H", "H", "H", "H", "H", "H", "H", "H", "H", "H", "H", "H", "H", "H", "H", "H", "H"], "coordinates": [[0.57, 0.78, 0.65], [0.52, -0.70, 1.42], [1.50, -1.82, 0.69], [2.80, -1.17, -0.08], [3.84, -0.22, 0.76], [5.14, -0.26, 0.00], [4.45, -0.09, -1.78], [2.63, -0.57, -1.42], [-0.84, -1.18, 1.69], [-1.63, -1.36, 0.47], [-2.66, -0.14, 0.11], [-3.41, 0.77, 1.26], [-4.39, 2.00, 0.73], [-4.61, 2.31, -0.90], [-3.89, 1.38, -2.08], [-2.91, 0.15, -1.52], [-0.43, 1.34, 1.02], [0.51, 0.71, -0.52], [1.47, 1.42, 1.05], [1.02, -0.50, 2.48], [1.92, -2.52, 1.54], [0.93, -2.50, -0.08], [3.48, -2.12, -0.34], [3.56, 0.92, 0.66], [3.87, -0.41, 1.91], [5.20, -1.20, -2.66], [4.54, 1.39, -2.40], [-1.01, -1.59, -0.50], [-2.31, -2.33, 0.65], [-3.22, 0.50, 2.38], [-4.91, 2.69, 1.54], [-5.31, 3.23, -1.17], [-4.07, 1.60, -3.22], [-2.36, -0.52, -2.34]], "nbo_charge": [-0.68, 0.11, -0.45, 0.05, -0.12, -0.96, 1.48, -0.97, -0.56, -0.13, -0.01, -0.24, -0.24, -0.26, -0.24, -0.24, 0.21, 0.25, 0.23, 0.19, 0.21, 0.21, 0.17, 0.16, 0.16, -0.46, -0.46, 0.21, 0.20, 0.25, 0.22, 0.22, 0.24, 0.24]}

=====

{"formula": "C3H7NO2", "method": "ωB97M-V with the def2-TZVPD basis set", "spin_multiplicity": 1, "smiles": "C[C@@H](N)C(=O)O", "gap_ev": 10.2, "largest_force_ev_per_a": 1.26, "total_energy_ev": -8809.7591, "total_charge": 0, "elements": ["C", "C", "N", "C", "O", "O", "H", "H", "H", "H", "H", "H", "H"], "coordinates": [[0.30, 0.16, 1.38], [-0.45, -0.15, 0.09], [-1.12, 1.03, -0.44], [0.35, -0.78, -1.04], [-0.13, -1.46, -1.90], [1.67, -0.47, -1.00], [1.27, -0.35, 1.35], [0.56, 1.22, 1.49], [-0.18, -0.27, 2.24], [-1.23, -0.89, 0.32], [-2.04, 0.90, -0.83], [-1.07, 1.84, 0.16], [2.07, -0.76, -1.83]], "nbo_charge": [-0.62, -0.15, -0.84, 0.79, -0.59, -0.69, 0.23, 0.21, 0.22, 0.20, 0.38, 0.37, 0.50]}

=====

{"formula": "C19H25N6OPdSe", "method": "ωB97M-V with the def2-TZVPD basis set", "spin_multiplicity": 1, "gap_ev": 5.0, "largest_force_ev_per_a": 0.96, "total_energy_ev": -99892.9172, "total_charge": 3, "elements": ["Pd", "Se", "N", "C", "C", "C", "C", "C", "N", "C", "C", "N", "C", "C", "C", "C", "C", "N", "H", "H", "H", "H", "H", "H", "C", "C", "C", "C", "N", "N", "H", "H", "H", "H", "H", "H", "H", "H", "H", "H", "H", "H", "C", "C", "C", "O", "H", "H", "H", "H", "H", "H", "H"], "coordinates": [[0.48, 0.58, -0.81], [-5.68, -0.23, -5.10], [-4.34, 0.92, -5.11], [-3.55, 0.60, -4.13], [-2.31, 1.32, -3.83], [-1.82, 2.40, -4.56], [-0.62, 2.97, -4.19], [0.08, 2.47, -3.09], [-0.40, 1.44, -2.39], [-1.57, 0.87, -2.74], [-1.98, -0.25, -1.95], [-1.14, -0.59, -0.93], [-1.39, -1.69, -0.22], [-2.52, -2.46, -0.44], [-3.40, -2.10, -1.44], [-3.13, -0.98, -2.23], [-3.95, -0.53, -3.34], [-5.06, -1.12, -3.70], [-2.37, 2.77, -5.41], [-0.20, 3.81, -4.73], [1.02, 2.89, -2.78], [-0.63, -1.98, 0.50], [-2.68, -3.35, 0.16], [-4.29, -2.69, -1.64], [2.55, -0.74, 3.75], [1.52, 0.37, 3.71], [0.53, 0.22, 4.91], [2.09, 1.77, 3.62], [0.56, 0.14, 2.55], [-0.24, 1.03, 2.19], [3.07, -0.67, 4.71], [3.29, -0.64, 2.97], [2.08, -1.72, 3.72], [1.14, 0.35, 5.80], [0.09, -0.78, 4.95], [-0.24, 0.98, 4.89], [2.77, 1.90, 4.46], [1.34, 2.56, 3.72], [2.68, 1.91, 2.70], [0.24, -0.83, 2.43], [0.05, 2.00, 2.29], [-1.09, 0.77, 1.70], [2.36, -2.39, 0.46], [2.61, -0.90, 0.39], [2.97, -0.42, -1.01], [1.43, -0.14, 0.80], [3.27, -2.94, 0.24], [1.60, -2.70, -0.26], [2.04, -2.68, 1.46], [3.42, -0.60, 1.05], [2.28, -0.79, -1.78], [3.96, -0.81, -1.27], [3.08, 0.67, -1.06]], "nbo_charge": [1.00, 1.15, -0.57, 0.07, -0.05, -0.05, -0.21, 0.08, -0.45, 0.20, 0.23, -0.44, 0.03, -0.22, -0.05, -0.08, 0.14, -0.59, 0.28, 0.28, 0.24, 0.21, 0.27, 0.28, -0.64, 0.15, -0.62, -0.67, 0.05, -0.39, 0.29, 0.24, 0.23, 0.29, 0.24, 0.23, 0.30, 0.23, 0.25, 0.47, 0.45, 0.45, -0.65, 0.08, -0.68, -0.70, 0.27, 0.22, 0.21, 0.20, 0.22, 0.30, 0.22]}

=====

{"formula": "C4H12N2O", "method": "ωB97M-V with the def2-TZVPD basis set", "spin_multiplicity": 1, "gap_ev": [6.7, 6.5], "largest_force_ev_per_a": 1.31, "total_energy_ev": -9365.2113, "total_charge": 0, "elements": ["C", "N", "N", "H", "H", "H", "H", "H", "H", "C", "C", "C", "O", "H", "H", "H", "H", "H", "H"], "coordinates": [[-1.37, -0.97, -1.60], [-2.30, -0.28, 0.48], [-1.42, -0.24, 1.41], [-2.38, 0.66, 0.09], [-0.73, 0.58, 1.64], [-1.22, -1.14, 1.84], [-0.81, -0.79, -2.53], [-1.18, -1.97, -1.24], [-2.43, -0.83, -1.80], [2.48, 0.04, 0.76], [0.51, 0.87, -0.61], [1.20, 0.85, 0.65], [0.70, 1.35, 1.69], [3.32, 0.66, 0.43], [2.46, -0.85, 0.13], [2.66, -0.24, 1.80], [1.13, 0.66, -1.48], [-0.10, 1.76, -0.74], [-0.54, -0.13, -0.92]], "nbo_charge": [-0.88, -0.21, -0.43, 0.35, 0.45, 0.38, 0.21, 0.20, 0.21, -0.71, -0.77, 0.53, -0.72, 0.23, 0.22, 0.23, 0.22, 0.22, 0.28]}

=====

{"formula": "C3H3NO2", "method": "ωB97M-V with the def2-TZVPD basis set", "spin_multiplicity": 1, "smiles": "Oc1cnco1", "gap_ev": 9.5, "largest_force_ev_per_a": 0.47, "total_energy_ev": -8743.8016, "total_charge": 0, "elements": ["O", "C", "C", "N", "C", "O", "H", "H", "H"], "coordinates": [[0.78, 0.54, -1.79], [0.21, 0.14, -0.65], [-0.32, 0.80, 0.41], [-0.64, -0.12, 1.39], [-0.33, -1.26, 0.87], [0.20, -1.19, -0.39], [1.02, 1.47, -1.63], [-0.49, 1.86, 0.48], [-0.44, -2.25, 1.30]], "nbo_charge": [-0.65, 0.53, -0.24, -0.43, 0.29, -0.41, 0.50, 0.21, 0.20]}